Entry 1:
A cluster of 2 separate species, C5H11NO in total, computed with ωB97M-V/def2-TZVPD.

```
! wB97M-V def2-TZVPD RIJCOSX def2/J DEFGRID3
* xyz 0 1
O 1.617 -1.526 0.431
H -0.657 1.769 -1.115
H -1.619 -1.418 0.084
N 0.829 -0.675 0.647
H 1.214 1.625 -0.873
C 0.345 -0.826 -1.759
H 1.296 -0.493 -2.031
H -0.171 -0.304 2.738
C -0.030 -0.095 -0.421
H -1.932 0.339 -0.547
C 0.131 1.368 -0.488
H 0.100 1.921 0.461
C 0.488 0.544 2.527
H 1.454 0.522 2.964
H -1.560 0.044 1.111
C -1.436 -0.303 0.094
H 0.290 -1.866 -1.410
H -0.358 -0.627 -2.415
*
```

Summary:
E_LUMO (alpha / beta) ... -0.333 / -0.332 eV
Gap between HOMO and LUMO (alpha / beta) ... 7.70 / 7.70 eV

Mulliken population analysis, charges in e, atoms 1 to 8: number 1, O, carries -0.398; number 2, H, carries 0.386; number 3, H, carries 0.374; number 4, N, carries 0.099; number 5, H, carries 0.292; number 6, C, carries -1.556; number 7, H, carries 0.411; number 8, H, carries 0.190

=====

Entry 2:
A cluster of 2 separate species, C5H11NO in total, computed with ωB97M-V/def2-TZVPD.

```
! wB97M-V def2-TZVPD RIJCOSX def2/J DEFGRID3
* xyz 0 1
N -1.522 -2.043 -0.101
H -1.063 0.855 -0.920
H 1.668 -0.310 -0.529
H 1.392 -1.866 -2.807
H -1.769 0.817 1.742
H 2.298 4.293 2.629
O 2.671 3.508 2.220
H 1.513 -0.083 -3.179
C 0.739 -0.578 -1.035
H -2.719 -0.753 1.822
H -2.284 -2.419 0.488
C -1.794 -0.222 1.512
H -2.039 -2.047 -1.035
H 0.002 -0.869 -3.053
H 2.292 3.404 1.384
C 1.003 -0.853 -2.638
C -1.150 -0.784 0.443
C -0.464 -0.026 -0.548
*
```

Summary:
E_LUMO ... -0.247 eV
Gap between HOMO and LUMO ... 7.56 eV

Mulliken population analysis, charges in e, atoms 1 to 8: number 1, N, carries -0.549; number 2, H, carries 0.290; number 3, H, carries 0.349; number 4, H, carries 0.307; number 5, H, carries 0.326; number 6, H, carries 0.320; number 7, O, carries -0.625; number 8, H, carries 0.333

=====

Entry 3:
The molecule C5H11NO, computed with ωB97M-V/def2-TZVPD.

```
! wB97M-V def2-TZVPD RIJCOSX def2/J DEFGRID3
* xyz 0 1
H 0.363 0.836 3.272
H -0.380 1.054 -2.293
N 0.952 0.463 -0.822
H -1.541 -1.107 -2.495
H -0.334 -2.055 -1.614
C -1.077 -0.618 -0.136
H 0.219 1.937 1.466
C 0.159 0.087 -2.062
H 0.899 -1.012 0.433
H 0.999 -0.068 -2.759
C -0.846 -1.030 -1.653
H -1.747 0.262 0.024
C 0.288 -0.156 0.303
H 1.656 0.619 1.689
H -1.435 -1.392 0.442
H 1.965 0.269 -0.862
C 0.512 0.836 1.453
O -0.194 0.337 2.628
*
```

Summary:
E_LUMO ... 0.948 eV
Gap between HOMO and LUMO ... 9.31 eV

Mulliken population analysis, charges in e, atoms 1 to 8: number 1, H, carries 0.326; number 2, H, carries 0.208; number 3, N, carries -0.478; number 4, H, carries 0.361; number 5, H, carries 0.216; number 6, C, carries -0.829; number 7, H, carries 0.278; number 8, C, carries -0.507

=====

Entry 4:
A cluster of 2 separate species, C5H11NO in total, computed with ωB97M-V/def2-TZVPD.

```
! wB97M-V def2-TZVPD RIJCOSX def2/J DEFGRID3
* xyz 0 1
H 0.277 -1.453 -2.020
C 0.729 -0.573 0.577
N 1.211 1.657 -0.869
H -1.366 -2.066 -1.759
H -0.676 0.883 1.925
H -0.052 -2.429 0.294
C -0.553 1.336 0.942
O 1.818 1.789 1.376
H -1.275 0.958 0.218
H -0.712 2.412 1.056
C 1.092 1.563 0.424
C -0.387 -1.403 0.053
H -1.303 -1.247 0.633
H 1.650 -0.606 0.005
H 0.364 1.342 -1.332
H 0.885 -0.528 1.649
C -0.644 -1.305 -1.448
H -1.058 -0.330 -1.724
*
```

Summary:
E_LUMO (alpha / beta) ... -1.384 / -1.382 eV
Gap between HOMO and LUMO (alpha / beta) ... 7.48 / 7.48 eV

Mulliken population analysis, charges in e, atoms 1 to 8: number 1, H, carries 0.315; number 2, C, carries -0.850; number 3, N, carries -0.787; number 4, H, carries 0.361; number 5, H, carries 0.323; number 6, H, carries 0.379; number 7, C, carries -1.087; number 8, O, carries -0.619

=====

Entry 5:
A cluster of 2 separate species, C5H11NO in total, computed with ωB97M-V/def2-TZVPD.

```
! wB97M-V def2-TZVPD RIJCOSX def2/J DEFGRID3
* xyz 0 1
C -0.914 2.078 0.066
H -2.241 1.404 -1.944
H 0.755 -1.830 1.377
H -1.160 -1.647 -0.953
C -1.138 -0.308 0.662
C 0.172 -2.417 0.670
O 3.747 0.927 0.363
N -2.007 0.552 -1.468
C -0.780 -1.473 0.046
H -0.310 -3.258 1.187
H -1.365 0.122 -2.127
H -0.880 2.810 -0.733
H 0.903 -2.809 -0.034
H 4.109 1.591 0.979
H -1.041 -0.313 1.739
H 3.673 1.472 -0.442
H -0.201 2.266 0.857
C -1.321 0.832 -0.246
*
```

Summary:
E_LUMO ... 0.745 eV
Gap between HOMO and LUMO ... 8.87 eV

Mulliken population analysis, charges in e, atoms 1 to 8: number 1, C, carries -1.006; number 2, H, carries 0.275; number 3, H, carries 0.314; number 4, H, carries 0.389; number 5, C, carries -0.488; number 6, C, carries -1.133; number 7, O, carries -0.637; number 8, N, carries -0.655

=====

Entry 6:
The molecule C5H11NO, computed with ωB97M-V/def2-TZVPD.

```
! wB97M-V def2-TZVPD RIJCOSX def2/J DEFGRID3
* xyz 0 1
C 0.845 0.360 -0.541
H -2.739 0.837 1.036
H 2.088 1.033 1.126
O -0.531 1.650 0.679
H 1.629 -0.420 -2.402
H -2.545 -0.498 2.190
C 0.859 -0.666 -1.661
H 0.341 1.798 -0.135
C -0.347 0.429 0.272
H -1.014 -1.459 0.286
N -1.258 -0.507 0.516
C -2.544 -0.233 1.128
H -3.327 -0.796 0.613
H 1.096 -1.691 -1.317
H 2.455 -0.625 0.600
H 2.967 0.753 -0.381
C 2.152 0.379 0.250
H -0.096 -0.715 -2.197
*
```

Summary:
E_LUMO ... 0.812 eV
Gap between HOMO and LUMO ... 8.21 eV

Mulliken population analysis, charges in e, atoms 1 to 8: number 1, C, carries 0.270; number 2, H, carries 0.295; number 3, H, carries 0.343; number 4, O, carries -0.577; number 5, H, carries 0.389; number 6, H, carries 0.286; number 7, C, carries -1.609; number 8, H, carries 0.414

=====

Entry 7:
A cluster of 2 separate species, C5H11NO in total, computed with ωB97M-V/def2-TZVPD.

```
! wB97M-V def2-TZVPD RIJCOSX def2/J DEFGRID3
* xyz 0 1
H 2.687 -2.654 -0.481
H -5.059 3.068 0.493
H 2.407 0.033 -0.760
H 1.812 1.111 0.590
H -1.614 1.276 -1.286
H -4.455 1.710 0.089
C 1.603 0.341 -0.084
C -0.706 0.661 -1.346
H -0.826 -0.406 -1.705
O -4.328 2.458 0.697
H 0.521 -2.465 1.509
H -0.151 -0.245 1.076
C 0.754 -0.657 0.545
H 2.680 -3.158 1.229
H 0.729 2.190 -1.103
C 0.515 1.154 -0.952
C 1.177 -1.846 0.952
N 2.253 -2.570 0.534
*
```

Summary:
E_LUMO ... 0.905 eV
Gap between HOMO and LUMO ... 8.65 eV

Mulliken population analysis, charges in e, atoms 1 to 8: number 1, H, carries 0.202; number 2, H, carries 0.320; number 3, H, carries 0.294; number 4, H, carries 0.244; number 5, H, carries 0.239; number 6, H, carries 0.323; number 7, C, carries -0.197; number 8, C, carries -0.635

=====

Entry 8:
A cluster of 2 separate species, C5H11NO in total, computed with ωB97M-V/def2-TZVPD.

```
! wB97M-V def2-TZVPD RIJCOSX def2/J DEFGRID3
* xyz 0 1
H 1.758 1.977 0.985
H -0.491 -0.292 2.774
H -1.726 -1.382 -0.872
H -0.888 -2.666 -1.786
C 0.904 -0.173 -0.216
N -0.203 -0.600 1.862
H 0.121 2.030 1.902
H -1.335 0.779 -1.622
O -1.392 1.593 -2.135
H -0.597 -1.459 1.520
C 1.023 1.478 1.622
H 1.695 1.397 2.488
H 1.681 0.433 -0.645
H 1.259 -1.892 -1.471
C -0.766 -1.734 -1.238
H -1.420 2.329 -1.503
C 0.560 0.186 1.038
C 0.477 -1.370 -0.933
*
```

Summary:
E_LUMO ... 0.840 eV
Gap between HOMO and LUMO ... 8.63 eV

Mulliken population analysis, charges in e, atoms 1 to 8: number 1, H, carries 0.328; number 2, H, carries 0.192; number 3, H, carries 0.369; number 4, H, carries 0.250; number 5, C, carries -0.543; number 6, N, carries -0.399; number 7, H, carries 0.321; number 8, H, carries 0.329

=====

Entry 9:
A structure of composition C5H11NO, computed with ωB97M-V/def2-TZVPD.

```
! wB97M-V def2-TZVPD RIJCOSX def2/J DEFGRID3
* xyz 0 1
N 0.885 -0.849 1.165
H 2.218 -2.292 0.503
O 1.471 -1.145 -1.009
H -1.740 -0.814 0.625
C 1.571 -1.460 0.168
H -1.019 -1.233 -1.906
C 0.088 0.312 0.916
H 1.377 1.878 1.639
C -1.229 0.099 0.331
C 0.814 1.619 0.734
H -1.852 0.989 0.284
H 0.101 2.434 0.558
C -1.407 -0.256 -1.617
H 1.530 1.619 -0.104
H -2.498 -0.229 -1.647
H -0.346 -0.019 -0.503
H -0.985 0.532 -2.248
H 1.022 -1.182 2.111
*
```

Summary:
E_LUMO ... 0.902 eV
Gap between HOMO and LUMO ... 7.57 eV

Mulliken population analysis, charges in e, atoms 1 to 8: number 1, N, carries -0.107; number 2, H, carries 0.396; number 3, O, carries -0.564; number 4, H, carries 0.344; number 5, C, carries -0.035; number 6, H, carries 0.326; number 7, C, carries 0.053; number 8, H, carries 0.312

=====

Entry 10:
A structure of composition C5H11NO, computed with ωB97M-V/def2-TZVPD.

```
! wB97M-V def2-TZVPD RIJCOSX def2/J DEFGRID3
* xyz 0 1
C 0.103 -0.743 -2.165
H 0.588 -0.218 -2.999
H 0.694 -1.650 -1.971
H 1.634 0.718 0.459
H 0.562 -0.688 2.194
C -0.824 -0.286 0.152
C 1.362 0.843 -0.596
N -0.725 0.647 1.263
H 2.212 0.493 -1.213
C -0.385 -0.178 2.413
H 1.247 1.906 -0.770
H -0.247 0.454 3.290
O -1.465 -1.320 0.145
C 0.036 0.132 -0.937
H -1.584 1.161 1.448
H -1.142 -0.946 2.598
H -1.162 0.734 -0.884
H -0.904 -1.059 -2.426
*
```

Summary:
E_LUMO ... 0.872 eV
Gap between HOMO and LUMO ... 10.10 eV

Mulliken population analysis, charges in e, atoms 1 to 8: number 1, C, carries -1.374; number 2, H, carries 0.405; number 3, H, carries 0.302; number 4, H, carries 0.309; number 5, H, carries 0.283; number 6, C, carries 0.174; number 7, C, carries -1.160; number 8, N, carries -0.246

=====

| no. | E (hartree) |
| --- | --- |
| 1 | -326.83425 |
| 2 | -326.92332 |
| 3 | -327.02873 |
| 4 | -326.94256 |
| 5 | -327.02918 |
| 6 | -327.01957 |
| 7 | -326.98049 |
| 8 | -327.05917 |
| 9 | -326.93483 |
| 10 | -327.03187 |